Entry 1:
C39H49GeN6O2S2TeW | ωB97M-V with the def2-TZVPD basis set

Last column: Löwdin charge in e.
Atoms and positions in Å:
W 0.391 -0.021 -1.238  1.0392
C 1.224 -0.390 -3.889  -0.2144
C 1.712 -1.465 -3.152  -0.1969
C 0.623 -2.027 -2.419  -0.2667
C -0.563 -1.334 -2.808  -0.2918
C -0.170 -0.275 -3.665  -0.2283
H 1.803 0.275 -4.512  0.0669
H 2.734 -1.804 -3.100  0.0800
H 0.640 -2.952 -1.862  0.0912
H -1.569 -1.677 -2.641  0.0847
H -0.837 0.402 -4.172  0.0854
N -1.586 3.033 -0.118  0.0542
C -1.026 2.640 1.164  -0.3367
C -1.528 3.496 2.336  -0.1547
C -0.991 3.160 3.721  -0.1939
C -1.298 1.760 4.236  -0.1587
N -0.661 0.641 3.543  0.1148
C 0.638 0.481 3.284  -0.4538
N 1.571 1.223 3.954  0.1945
N 1.015 -0.449 2.444  0.1638
C 0.517 2.619 1.073  -0.6460
O 1.183 3.452 1.716  -0.0109
O 1.036 1.658 0.423  -0.3668
H -1.364 3.991 -0.362  0.0702
H -2.590 2.910 -0.133  0.0673
H -1.315 1.592 1.298  0.0964
H -2.625 3.438 2.344  0.1107
H -1.262 4.535 2.125  0.1147
H -1.447 3.836 4.453  0.1124
H 0.076 3.376 3.724  0.0827
H -2.368 1.556 4.152  0.1073
H -1.069 1.697 5.305  0.1166
H -1.273 0.057 2.983  0.0940
H 1.182 1.936 4.550  0.0855
H 2.263 1.618 3.328  0.1102
H 0.388 -0.602 1.587  -0.0026
H 1.994 -0.504 2.184  0.0393
C -0.666 -0.687 0.119  -0.5158
Ge -1.768 -2.084 0.673  0.8328
C -0.802 -3.792 0.771  -0.2624
C -0.953 -4.758 -0.224  -0.1219
C -0.182 -5.914 -0.231  -0.0972
C 0.765 -6.125 0.760  -0.1065
C 0.941 -5.170 1.751  -0.0944
C 0.169 -4.016 1.750  -0.1188
C -3.395 -2.333 -0.420  -0.2728
C -4.160 -3.499 -0.383  -0.1167
C -5.327 -3.616 -1.126  -0.1023
C -5.759 -2.556 -1.912  -0.1099
C -5.024 -1.379 -1.942  -0.0943
C -3.851 -1.272 -1.203  -0.1248
C -2.633 -1.798 2.444  -0.2742
C -3.491 -0.699 2.563  -0.1379
C -4.191 -0.447 3.735  -0.1116
C -4.034 -1.288 4.830  -0.1055
C -3.182 -2.379 4.737  -0.0934
C -2.494 -2.631 3.554  -0.0974
H -1.679 -4.605 -1.016  0.0937
H -0.315 -6.646 -1.019  0.0964
H 1.372 -7.022 0.753  0.0932
H 1.692 -5.315 2.519  0.0966
H 0.350 -3.269 2.514  0.0874
H -3.846 -4.330 0.241  0.0978
H -5.902 -4.534 -1.090  0.0936
H -6.666 -2.647 -2.497  0.0922
H -5.359 -0.545 -2.547  0.0967
H -3.270 -0.354 -1.230  0.0907
H -3.625 -0.035 1.713  0.1034
H -4.861 0.403 3.794  0.0998
H -4.575 -1.095 5.749  0.0940
H -3.058 -3.043 5.585  0.0960
H -1.849 -3.500 3.497  0.0861
C 4.125 3.977 0.000  -0.1089
C 4.657 2.680 0.590  -0.2355
N 3.752 1.562 0.374  0.0058
C 4.017 0.391 -0.210  -0.8118
S 2.907 -0.879 -0.117  0.6715
N 5.198 0.253 -0.910  -0.0215
C 5.484 1.136 -2.055  -0.2474
C 4.868 0.610 -3.341  -0.0891
H 4.764 4.811 0.298  0.0700
H 3.112 4.164 0.360  0.0498
H 4.076 3.937 -1.089  0.0248
H 4.784 2.804 1.672  0.1089
H 5.637 2.422 0.195  0.0995
H 2.748 1.715 0.543  0.0521
H 5.309 -0.719 -1.164  0.0898
H 6.568 1.233 -2.150  0.1073
H 5.081 2.123 -1.842  0.0814
H 5.269 -0.375 -3.596  0.0752
H 5.076 1.288 -4.171  0.0701
H 3.785 0.536 -3.228  0.0244
Te 1.410 2.573 -2.249  0.9124
C 0.993 2.834 -4.305  -1.0267
C -0.214 2.951 -4.940  -0.2792
C -0.108 3.189 -6.341  -0.2207
C 1.184 3.256 -6.767  -0.4578
S 2.260 3.024 -5.452  0.8755
H -1.152 2.874 -4.406  0.0925
H -0.959 3.306 -6.999  0.0884
H 1.546 3.423 -7.769  0.0467

Forces on atoms 1 to 3 (eV/Å):
W -0.70 -0.34 -0.22
C -0.01 0.02 0.10
C -0.05 -0.03 0.12

## Properties
**Energy relative to the best compared isomer or geometry (same formula, charge and spin)**: 11.8 kcal/mol
**Expectation value of S²**: 2.035
**Frontier orbital gap (alpha / beta)**: 4.6 / 5.9 eV
**HOMO level (alpha / beta)**: -2.2 / -3.5 eV
**Net charge**: -1
**E_LUMO (alpha / beta)**: 2.42 / 2.41 eV
**2S+1**: 3

Entry 2:
C39H50AsBaN3O6SSe | ωB97M-V with the def2-TZVPD basis set

Last column: Löwdin charge in e.
Atoms and positions in Å:
Ba 0.077 -0.382 1.191  1.7607
O -1.502 2.388 -1.029  0.0256
N -0.584 2.733 -1.629  0.1195
C 2.878 -0.935 -3.991  -0.1075
C 2.629 -2.440 -4.030  -0.2379
C 2.959 -3.146 -2.719  -0.1706
C 2.077 -2.741 -1.541  -0.1444
N 0.685 -3.156 -1.730  0.0052
C -0.384 -2.370 -1.968  -0.6520
Se -0.432 -0.499 -1.971  0.5902
N -1.461 -3.156 -2.150  -0.0097
C -2.821 -2.694 -2.433  -0.1449
C -3.031 -2.225 -3.868  -0.1894
C -2.742 -3.269 -4.950  -0.2310
C -1.258 -3.472 -5.261  -0.0917
C -1.089 -4.486 -1.994  -0.1835
C -1.813 -5.668 -2.083  0.0036
C -1.120 -6.842 -1.857  -0.0533
C 0.248 -6.841 -1.559  -0.0539
C 0.973 -5.666 -1.492  0.0070
C 0.275 -4.486 -1.721  -0.1564
H 2.878 -0.515 -4.996  0.0779
H 3.852 -0.718 -3.544  0.0786
H 2.111 -0.411 -3.418  0.0049
H 3.247 -2.883 -4.813  0.1153
H 1.591 -2.647 -4.311  0.0916
H 3.995 -2.932 -2.440  0.1252
H 2.893 -4.227 -2.856  0.1048
H 2.077 -1.661 -1.403  0.0761
H 2.424 -3.195 -0.612  0.1190
H -3.052 -1.894 -1.729  0.1069
H -3.477 -3.536 -2.214  0.1239
H -2.425 -1.335 -4.048  0.0815
H -4.076 -1.913 -3.929  0.1205
H -3.241 -2.940 -5.863  0.1107
H -3.208 -4.222 -4.682  0.1077
H -0.740 -2.511 -5.309  0.0732
H -1.131 -3.961 -6.226  0.0808
H -0.750 -4.095 -4.523  0.0564
H -2.867 -5.681 -2.326  0.1170
H -1.644 -7.786 -1.919  0.1158
H 0.750 -7.783 -1.388  0.1156
H 2.031 -5.674 -1.272  0.1191
C -1.615 -3.990 1.393  -0.0733
O -1.291 -2.587 1.457  -0.3299
H -2.484 -4.101 0.750  0.0881
H -1.854 -4.370 2.386  0.1005
H -0.781 -4.556 0.977  0.0889
H -0.708 -2.536 2.238  -0.0092
C -2.258 0.337 5.035  -0.1315
C -3.574 0.588 4.299  -0.1387
C -3.182 0.383 2.843  -0.1710
O -1.784 0.755 2.776  -0.3964
C -1.231 0.953 4.098  -0.2052
H -2.071 -0.733 5.136  0.1261
H -2.230 0.785 6.026  0.1273
H -3.927 1.607 4.468  0.1183
H -4.362 -0.096 4.606  0.1252
H -3.731 1.019 2.149  0.1234
H -3.279 -0.659 2.529  0.1181
H -1.114 2.029 4.274  0.1192
H -0.246 0.483 4.154  0.0884
C 3.242 -1.996 4.076  -0.1123
S 1.935 -1.437 3.040  0.3070
O 2.026 0.037 2.964  -0.5032
O 2.100 -2.060 1.711  -0.4771
O 0.644 -1.860 3.614  -0.4060
H 4.179 -1.730 3.594  0.0810
H 3.148 -3.074 4.184  0.0831
H 3.144 -1.498 5.038  0.0828
C 3.623 5.649 3.367  -0.0502
C 2.278 5.938 3.556  -0.0541
C 1.308 5.173 2.927  -0.0884
C 1.692 4.111 2.112  -0.4024
C 3.041 3.805 1.941  -0.1129
C 4.005 4.583 2.563  -0.0578
As 0.386 3.009 1.235  1.4047
C -1.155 4.182 1.209  -0.3436
C -2.281 4.136 2.014  -0.0620
C -3.238 5.133 1.869  -0.0321
C -3.069 6.155 0.938  -0.0300
C -1.944 6.203 0.131  0.0138
C -0.989 5.202 0.266  -0.2114
C 0.257 5.053 -0.486  -0.1710
C 1.141 6.081 -0.779  0.0291
C 2.392 5.773 -1.278  0.0272
C 2.789 4.443 -1.528  -0.0249
C 1.908 3.423 -1.319  -0.0491
C 0.623 3.692 -0.760  -0.3659
H 4.377 6.250 3.858  0.1176
H 1.985 6.761 4.194  0.1165
H 0.260 5.404 3.078  0.1050
H 3.344 2.954 1.341  0.1049
H 5.053 4.351 2.432  0.1158
H -2.410 3.352 2.749  0.0944
H -4.125 5.120 2.489  0.1203
H -3.830 6.918 0.843  0.1220
H -1.823 6.990 -0.603  0.1299
H 0.872 7.105 -0.554  0.1372
H 3.090 6.574 -1.487  0.1318
H 3.778 4.247 -1.919  0.1273
H 2.157 2.406 -1.603  0.1265

Forces on atoms 1 to 3 (eV/Å):
Ba -1.00 0.53 -1.11
O 0.50 0.37 -0.14
N -0.02 0.16 0.37

## Properties
**Energy relative to the best compared isomer or geometry (same formula, charge and spin)**: 6.9 kcal/mol
**Frontier orbital gap**: 5.5 eV
**HOMO level**: -12.6 eV
**Net charge**: +2
**E_LUMO**: -7.12 eV

Entry 3:
C39H50BN8O4 | ωB97M-V with the def2-TZVPD basis set

Last column: Löwdin charge in e.
Atoms and positions in Å:
C 5.117 1.401 1.592  -0.0674
C 6.054 0.544 0.718  -0.1290
C 5.570 0.525 -0.708  -0.4597
O 5.471 1.473 -1.419  0.1642
O 5.206 -0.741 -1.172  -0.0120
C 3.861 -0.854 -1.573  -0.1473
C 2.973 -1.186 -0.367  -0.0528
N 1.914 -2.197 -0.699  0.0402
C 1.320 -2.856 0.505  -0.0585
C 2.383 -3.525 1.371  -0.2142
O 2.712 -4.652 1.153  0.0974
B 0.817 -1.404 -1.515  -0.6065
O 0.952 -1.581 -2.849  0.2434
N -0.116 -0.656 -0.755  -0.0946
C -1.491 -1.201 -0.843  -0.0225
C -0.083 0.777 -1.092  -0.0556
H 5.682 1.907 2.372  0.0802
H 4.620 2.169 1.000  0.0716
H 4.366 0.785 2.089  0.0685
H 7.066 0.949 0.722  0.1291
H 6.099 -0.477 1.092  0.1128
H 3.542 0.068 -2.069  0.1362
H 3.806 -1.651 -2.318  0.1425
H 3.611 -1.576 0.425  0.1337
H 2.448 -0.304 0.009  0.1400
H 2.290 -2.924 -1.312  0.1867
H 0.650 -3.642 0.152  0.1276
H 0.738 -2.117 1.056  0.1404
H 2.814 -2.944 2.203  0.1376
H 1.105 -0.807 -3.402  0.1439
H -2.086 -0.724 -0.066  0.0583
H -1.457 -2.278 -0.654  0.0905
H -1.937 -1.031 -1.828  0.1049
H 0.937 1.171 -1.056  0.0699
H -0.660 1.348 -0.370  0.0515
H -0.492 0.994 -2.088  0.1047
N -0.032 4.049 -0.749  0.0511
C 1.248 4.050 -0.378  -0.1766
C 2.104 5.123 -0.567  -0.0702
C 1.605 6.261 -1.184  -0.0645
C 0.278 6.276 -1.580  -0.0556
C -0.496 5.150 -1.338  -0.1340
H 1.607 3.143 0.102  0.0868
H 3.134 5.067 -0.241  0.1003
H 2.241 7.120 -1.354  0.1100
H -0.164 7.135 -2.070  0.0748
H -1.540 5.128 -1.632  0.1039
N -2.058 1.010 1.625  0.0329
C -1.795 2.244 2.060  -0.1522
C -2.329 2.777 3.223  -0.0561
C -3.184 1.991 3.980  -0.0659
C -3.465 0.706 3.544  -0.0609
C -2.879 0.266 2.367  -0.1501
H -1.126 2.833 1.438  0.0881
H -2.077 3.784 3.524  0.1081
H -3.623 2.373 4.893  0.1110
H -4.127 0.056 4.099  0.1064
H -3.084 -0.735 2.001  0.1009
N -1.505 -8.188 -1.104  0.0635
C -1.330 -8.444 0.190  -0.1384
C -0.453 -7.735 0.999  -0.0682
C 0.284 -6.707 0.434  -0.0915
C 0.112 -6.436 -0.915  -0.0851
C -0.793 -7.201 -1.639  -0.1513
H -1.920 -9.257 0.598  0.1090
H -0.349 -7.983 2.047  0.1012
H 0.978 -6.127 1.027  0.0715
H 0.678 -5.656 -1.411  0.0865
H -0.950 -7.018 -2.696  0.1053
N -3.749 2.564 -2.120  0.0519
C -3.896 2.533 -0.795  -0.1561
C -4.953 3.129 -0.125  -0.0653
C -5.911 3.801 -0.867  -0.0749
C -5.771 3.845 -2.245  -0.0702
C -4.678 3.212 -2.821  -0.1584
H -3.126 2.005 -0.248  0.0643
H -5.017 3.067 0.954  0.0990
H -6.751 4.281 -0.383  0.1072
H -6.493 4.357 -2.866  0.1025
H -4.541 3.225 -3.896  0.1021
N -1.981 8.401 -3.219  0.0446
C -2.668 8.436 -4.360  -0.1501
C -3.817 9.191 -4.539  -0.0695
C -4.282 9.949 -3.476  -0.0746
C -3.579 9.921 -2.283  -0.0696
C -2.440 9.135 -2.207  -0.1564
H -2.275 7.832 -5.170  0.1043
H -4.332 9.183 -5.490  0.1030
H -5.175 10.552 -3.577  0.1077
H -3.903 10.497 -1.426  0.1029
H -1.864 9.091 -1.288  0.1016
N 3.049 -8.895 5.463  0.0539
C 3.026 -10.223 5.383  -0.1497
C 2.784 -10.918 4.206  -0.0690
C 2.551 -10.195 3.048  -0.0776
C 2.573 -8.811 3.117  -0.0852
C 2.826 -8.214 4.342  -0.1628
H 3.210 -10.757 6.309  0.1052
H 2.779 -11.999 4.203  0.1031
H 2.358 -10.700 2.110  0.1069
H 2.400 -8.203 2.239  0.0852
H 2.854 -7.132 4.432  0.0978

Forces on atoms 1 to 3 (eV/Å):
C 0.10 0.05 0.02
C 0.01 -0.21 -0.04
C 0.16 -0.09 -0.15

## Properties
**Frontier orbital gap**: 8.2 eV
**HOMO level**: -11.2 eV
**Net charge**: +1
**E_LUMO**: -2.99 eV

Entry 4:
C39H50ClCoN2OPSSe2 | ωB97M-V with the def2-TZVPD basis set

Last column: Löwdin charge in e.
Atoms and positions in Å:
Co 1.040 0.319 0.752  -0.0090
C 4.391 -0.571 3.049  -0.3404
Se 2.987 0.741 2.790  1.0117
C 4.017 1.958 1.697  -0.5301
C 4.541 1.331 0.419  -0.5079
Se 3.101 0.779 -0.771  0.9671
C 3.990 -0.769 -1.519  -0.3509
H 4.046 -1.260 3.815  0.0032
H 5.291 -0.064 3.391  0.0400
H 4.589 -1.128 2.135  0.0262
H 4.847 2.316 2.302  0.0750
H 3.351 2.797 1.506  0.0627
H 5.153 0.456 0.625  0.0566
H 5.144 2.045 -0.136  0.0745
H 4.900 -0.426 -1.999  0.0366
H 3.327 -1.205 -2.259  0.0212
H 4.207 -1.496 -0.742  0.0313
O 0.721 2.259 1.436  -0.0525
C -0.091 1.455 1.890  -0.3657
C -0.814 1.051 3.063  -0.2387
C -1.402 1.960 3.955  -0.0134
C -2.206 1.475 4.969  -0.0619
C -2.430 0.104 5.109  -0.0560
C -1.832 -0.789 4.227  -0.0617
C -1.025 -0.327 3.200  -0.2995
P -0.098 -1.358 1.994  1.1092
C -1.349 -2.517 1.355  -0.3388
C -1.947 -2.249 0.126  -0.1027
C -2.967 -3.062 -0.355  -0.0675
C -3.402 -4.148 0.390  -0.0653
C -2.814 -4.423 1.619  -0.0647
C -1.792 -3.614 2.100  -0.0947
C 0.964 -2.372 3.094  -0.3429
C 1.360 -3.661 2.735  -0.1017
C 2.169 -4.416 3.575  -0.0623
C 2.586 -3.894 4.793  -0.0715
C 2.193 -2.614 5.165  -0.0831
C 1.391 -1.857 4.320  -0.1306
H -1.227 3.023 3.840  0.1223
H -2.660 2.168 5.667  0.1118
H -3.066 -0.262 5.905  0.1097
H -2.001 -1.854 4.346  0.1107
H -1.604 -1.412 -0.469  0.0306
H -3.409 -2.854 -1.322  0.1114
H -4.196 -4.783 0.014  0.1113
H -3.147 -5.271 2.204  0.1092
H -1.330 -3.859 3.050  0.1038
H 1.013 -4.093 1.803  0.0867
H 2.461 -5.420 3.284  0.1107
H 3.202 -4.488 5.458  0.1101
H 2.503 -2.204 6.119  0.1152
H 1.080 -0.868 4.634  0.0979
C 2.131 3.344 -3.876  -0.1022
C 0.775 3.973 -4.187  -0.2534
C -0.105 3.083 -5.062  -0.1954
C -0.565 1.805 -4.377  -0.1908
N -1.404 2.129 -3.221  0.0306
C -1.279 1.665 -1.980  -0.7194
S -0.158 0.461 -1.525  0.6963
N -2.092 2.183 -1.045  0.0188
C -3.154 3.159 -1.267  -0.1819
C -2.669 4.600 -1.359  -0.2098
C -3.805 5.562 -1.679  -0.2707
C -3.340 7.012 -1.733  -0.1088
H 2.761 4.026 -3.300  0.0749
H 2.667 3.099 -4.798  0.0812
H 2.031 2.427 -3.289  0.0274
H 0.916 4.930 -4.694  0.1091
H 0.256 4.200 -3.250  0.0907
H 0.444 2.791 -5.962  0.1192
H -0.983 3.642 -5.407  0.1128
H 0.273 1.217 -4.011  0.0717
H -1.127 1.179 -5.071  0.1237
H -2.099 2.843 -3.373  0.1251
H -1.966 1.791 -0.126  0.1083
H -3.845 3.057 -0.432  0.1314
H -3.721 2.880 -2.160  0.1246
H -1.885 4.690 -2.119  0.0999
H -2.201 4.873 -0.409  0.1235
H -4.593 5.454 -0.926  0.1132
H -4.257 5.283 -2.638  0.1119
H -2.890 7.316 -0.784  0.0759
H -4.167 7.693 -1.940  0.0739
H -2.591 7.155 -2.517  0.0747
Cl -2.385 -6.351 -3.933  0.6802
C -1.258 -5.358 -3.065  -0.6674
C -0.559 -5.895 -1.988  -0.0990
C 0.334 -5.100 -1.300  -0.0320
C 0.546 -3.750 -1.658  -0.3088
C 1.420 -2.933 -0.912  0.0637
C -0.182 -3.241 -2.757  -0.0417
C -1.068 -4.036 -3.456  -0.1034
H -0.726 -6.926 -1.700  0.1098
H 0.876 -5.515 -0.455  0.1125
H 2.027 -3.335 -0.109  0.0611
H 1.535 -1.887 -1.166  -0.0035
H -0.047 -2.200 -3.036  0.0899
H -1.625 -3.643 -4.298  0.1088

Forces on atoms 1 to 3 (eV/Å):
Co 0.28 -0.48 -0.24
C 0.01 -0.12 -0.04
Se -0.20 -0.20 0.16

## Properties
**Energy relative to the best compared isomer or geometry (same formula, charge and spin)**: 19.1 kcal/mol
**Expectation value of S²**: 6.116
**Frontier orbital gap (alpha / beta)**: 6.6 / 7.8 eV
**HOMO level (alpha / beta)**: -8.9 / -10.7 eV
**Net charge**: +1
**E_LUMO (alpha / beta)**: -2.26 / -2.91 eV
**2S+1**: 5

> Among the records above, which one has the highest net charge?

C39H50AsBaN3O6SSe